{"formula": "C3H12N2S", "method": "wB97M-V/def2-TZVPD", "species": ["C", "S", "C", "H", "H", "H", "H", "H", "H", "N", "C", "N", "H", "H", "H", "H", "H", "H"], "coordinates": [[-0.47, 0.84, 2.00], [-0.83, -0.84, 1.45], [0.49, -1.77, 2.26], [-0.36, 0.84, 3.08], [0.43, 1.25, 1.55], [-1.36, 1.41, 1.74], [1.44, -1.54, 1.80], [0.27, -2.82, 2.06], [0.42, -1.66, 3.34], [0.95, -0.36, -1.92], [-0.25, 0.11, -2.57], [-0.79, 1.43, -2.24], [0.63, -0.62, -0.98], [1.70, 0.30, -1.75], [-1.07, -0.61, -2.51], [0.00, 0.27, -3.62], [-0.01, 2.08, -2.35], [-1.18, 1.69, -1.34]], "e_homo_ev": -8.8, "spin_multiplicity": 1, "relative_energy_kj_mol": 30.0, "smiles": "CSC.NCN"}